Molecular formula: C51H92N3O14
Method: DFT, ωB97M-V/def2-TZVPD

## Properties
Net charge: +1
Lowest unoccupied orbital energy (eV): -2.85

Last column: Mulliken charge in e.
Cartesian coordinates (Å):
C 1.30537 -5.41786 5.67793  -0.9138
C 2.18892 -4.84825 4.45984  -0.4096
C 2.44515 -5.95436 3.34967  -0.7236
C 1.72676 -5.64008 1.97746  -0.3982
C 0.14535 -5.51269 2.11310  -0.3568
C -0.31974 -4.29170 1.20205  -0.4750
C -1.87436 -4.40391 0.88465  -0.6927
C -2.25055 -3.18930 -0.07002  -0.4172
C -3.52740 -2.44347 0.56442  -0.1564
C -3.86443 -1.23730 -0.39625  0.0238
C -5.09954 -0.33746 0.02760  -1.1052
C -5.27185 -0.13827 1.60456  0.8336
C -6.59887 -0.79117 2.17149  -1.1359
C -6.40623 -1.81245 3.36325  -0.7432
C -5.44908 -1.34473 4.54078  -0.7100
C -5.48873 0.20248 4.90162  -0.7537
C -4.00949 0.79598 4.78861  -0.5535
C -3.87011 2.09065 3.88027  -0.4769
C -2.78576 3.12300 4.39497  -0.7326
C -1.42943 2.46213 4.84483  -0.8236
N -0.55113 2.04817 3.71011  -0.0316
C 0.41697 2.79711 3.25521  0.3454
N 0.77066 4.14946 3.72714  -0.4097
C 2.18900 4.40059 3.34700  -0.3679
C 2.27650 3.66207 1.92608  -0.5331
N 1.32750 2.55622 2.20206  0.0706
O 1.70238 1.26654 1.95508  -0.2444
C 2.89115 0.85595 2.67808  -0.4325
C 4.08668 0.57349 1.68312  -0.3678
O 3.70833 -0.47637 0.77299  -0.2695
C 4.28153 -0.26606 -0.52228  -0.1698
C 3.22764 0.55099 -1.40188  -0.4964
H 1.05537 -6.50073 5.47858  0.2124
H 1.94353 -5.39084 6.60068  0.3590
H 0.37478 -4.79132 5.77725  0.2182
H 1.74258 -3.89931 4.05717  0.1510
H 3.19158 -4.58217 4.89777  0.4085
H 3.55923 -5.98479 3.14905  0.2956
H 2.16878 -6.99126 3.71125  0.3432
H 1.96575 -6.41309 1.18708  0.4727
H 2.14283 -4.64542 1.62443  -0.0940
H -0.40336 -6.44494 1.79642  0.4020
H -0.17975 -5.25421 3.16601  0.0557
H 0.24254 -4.29124 0.22856  0.3161
H -0.13494 -3.32299 1.75628  0.1297
H -2.45341 -4.32588 1.84882  0.2525
H -2.15062 -5.36835 0.36918  0.3721
H -1.40847 -2.44349 -0.07742  0.2561
H -2.55719 -3.48416 -1.10788  0.2519
H -3.18861 -2.12289 1.59653  0.2300
H -4.40038 -3.13222 0.71678  0.1073
H -2.93920 -0.61146 -0.58739  0.3293
H -4.11358 -1.69649 -1.40536  -0.3985
H -6.08127 -0.67830 -0.42239  0.2797
H -4.91612 0.68415 -0.43230  0.3525
H -4.36546 -0.43017 2.19754  -0.3559
H -5.38554 0.98112 1.74921  0.2457
H -7.35151 -0.01415 2.50425  0.3592
H -7.10579 -1.35197 1.32735  0.3902
H -5.92410 -2.73805 2.91220  0.1826
H -7.41455 -2.17143 3.73323  0.3912
H -4.41983 -1.74289 4.32038  0.2923
H -5.79439 -1.90628 5.46392  0.4543
H -5.75536 0.28034 5.99925  0.3753
H -6.26387 0.79796 4.35460  0.3695
H -3.26856 0.04080 4.37933  0.1935
H -3.64183 1.01456 5.84111  0.5324
H -4.89097 2.54712 3.76188  0.4863
H -3.53975 1.73431 2.85718  0.1020
H -3.22156 3.60486 5.32542  0.3554
H -2.63187 3.93015 3.62525  0.3165
H -1.56059 1.60450 5.56867  0.4277
H -0.86925 3.24939 5.43462  0.3752
H -0.68280 1.13803 3.25721  0.2703
H 0.20873 4.71137 3.06933  0.3001
H 2.74837 3.73640 4.07700  0.2619
H 2.53633 5.46022 3.41332  0.3659
H 1.70344 4.37258 1.25160  0.3560
H 3.31696 3.43050 1.60182  0.2023
H 2.64450 -0.15065 3.13726  0.3572
H 3.17220 1.52659 3.53482  0.2493
H 4.37086 1.47359 1.06362  0.2654
H 5.02102 0.23248 2.22836  0.3019
H 5.27401 0.27409 -0.50221  0.3479
H 4.47156 -1.22478 -1.08674  -0.0777
H 2.63221 1.21815 -0.71501  0.0635
H 2.51391 -0.19564 -1.85893  0.2419
H 3.69980 1.17628 -2.20101  0.2622
O 4.17154 -5.95849 1.11274  -0.4357
C 4.64541 -5.53620 0.09517  0.2932
O 5.12695 -6.32630 -0.89849  -0.3701
C 5.71867 -5.50855 -1.91789  -0.6171
C 5.08421 -4.14455 -1.75094  -0.4852
C 4.83882 -4.08265 -0.25419  0.0384
H 6.80089 -5.48610 -1.76228  0.2768
H 5.51264 -5.93966 -2.89747  0.3474
H 5.70473 -3.33146 -2.12960  0.3583
H 4.12829 -4.11287 -2.28127  0.2930
H 5.70726 -3.69867 0.28557  0.2434
H 3.94967 -3.50109 -0.01586  0.0561
O 2.29027 0.40236 -4.47622  -0.5970
C 1.97487 1.53944 -4.70919  0.3940
O 2.57095 2.61523 -4.13465  -0.2991
C 1.88876 3.81538 -4.53971  -0.1272
C 1.18259 3.45280 -5.82766  -0.4940
C 0.85946 1.98402 -5.61877  -0.1012
H 1.19048 4.10317 -3.74897  0.1623
H 2.60735 4.61359 -4.68035  0.2031
H 0.30745 4.07147 -6.02700  0.3209
H 1.87078 3.56113 -6.67176  0.3005
H -0.09157 1.84706 -5.10713  -0.0036
H 0.87386 1.43014 -6.55495  0.3041
O 1.27389 6.90801 -3.20905  -0.5990
C 1.74645 7.36044 -4.21781  0.5471
O 2.20677 6.59551 -5.24103  -0.3125
C 2.80473 7.44176 -6.24069  -0.2466
C 2.19342 8.80834 -6.02218  -0.4475
C 1.96026 8.82051 -4.52111  -0.5489
H 3.88845 7.44205 -6.09332  0.1928
H 2.58473 7.04947 -7.23047  0.0754
H 2.82135 9.62174 -6.37536  0.3937
H 1.23506 8.87414 -6.54220  0.2890
H 2.83891 9.17116 -3.97493  0.2827
H 1.08307 9.40686 -4.25349  0.3039
O -1.98410 -7.66270 11.56439  -0.5559
C -1.54797 -7.48852 10.46284  0.4489
O -1.82270 -6.39267 9.70568  -0.3586
C -1.23567 -6.54910 8.40702  -0.2636
C -0.12394 -7.55816 8.59036  -0.3856
C -0.66884 -8.44348 9.69608  -0.4147
H -2.00706 -6.90148 7.71603  0.2298
H -0.86033 -5.58731 8.05663  0.2089
H 0.12201 -8.09732 7.67507  0.2914
H 0.78145 -7.05230 8.93721  0.2535
H -1.28454 -9.25512 9.30295  0.2624
H 0.12555 -8.83647 10.32762  0.2941
O 2.74634 8.96685 -8.62347  -0.5235
C 2.37255 8.59536 -9.70411  0.4710
O 1.40953 9.22206 -10.42220  -0.3552
C 1.12500 8.46449 -11.60810  -0.4230
C 2.35872 7.62125 -11.84588  -0.5209
C 2.85294 7.36715 -10.43403  -0.3861
H 0.23394 7.85695 -11.42762  0.2615
H 0.92617 9.14361 -12.43682  0.3086
H 2.15634 6.71205 -12.41215  0.3254
H 3.10410 8.20134 -12.39647  0.2716
H 2.38560 6.48458 -9.99063  0.2361
H 3.93784 7.28752 -10.39375  0.3417
O -1.90557 0.97588 -5.91160  -0.5753
C -2.64174 0.32426 -5.22274  0.3925
O -3.84772 0.76446 -4.78245  -0.3792
C -4.41927 -0.20899 -3.89701  -0.2004
C -3.74071 -1.51494 -4.25023  -0.4684
C -2.36126 -1.05524 -4.68474  -0.3284
H -4.21964 0.09826 -2.86643  0.1696
H -5.49791 -0.25268 -4.04891  0.3201
H -3.72774 -2.23017 -3.42688  0.2259
H -4.25417 -1.98317 -5.09432  0.3400
H -1.67312 -0.97386 -3.84022  0.2008
H -1.94508 -1.69910 -5.45720  0.3566

Force components x, y, z for each atom (eV/Å):
0.5 0.3 -0.7
0.1 -1.0 0.7
0.6 0.2 -0.6
-0.6 -0.1 0.7
0.4 1.2 -0.4
-1.1 -1.4 0.4
0.8 0.9 -0.8
-1.7 0.0 1.4
1.4 0.5 -0.7
-0.8 -0.5 -0.1
0.6 0.6 0.1
-0.8 1.1 -0.4
-0.4 -0.5 0.3
0.5 -0.6 -0.7
-1.3 -0.5 0.3
1.3 -0.7 0.8
0.3 0.7 0.1
0.5 -0.6 -0.3
-0.9 -0.5 0.5
-0.2 1.1 1.0
0.4 0.1 -0.1
3.6 2.1 -1.5
-1.8 -0.7 -1.1
1.0 -2.4 -0.2
-1.3 2.7 1.5
-0.9 -0.8 2.0
0.0 -0.5 -0.2
1.2 -1.8 0.2
0.1 0.0 -0.3
0.7 0.4 0.4
-0.5 0.8 -2.0
0.1 -0.5 0.5
0.0 1.2 0.3
-0.9 0.1 -0.6
0.9 -0.8 0.2
0.3 -0.9 0.1
-1.0 -0.1 -0.5
-1.5 -0.1 0.2
0.1 1.2 -0.2
-0.2 0.9 1.0
-0.5 -1.1 0.3
0.7 0.9 0.3
0.4 -0.5 -1.0
-0.4 0.1 0.9
-0.1 -0.9 -0.7
0.5 -0.2 -1.0
0.5 0.8 0.7
-0.8 -0.7 -0.3
0.7 0.1 0.8
-0.5 -0.1 -1.1
0.7 0.5 -0.3
-1.0 -0.6 0.5
0.3 0.5 1.1
1.2 0.1 0.6
-0.3 -1.1 0.5
-0.8 0.0 -0.7
0.2 -1.3 0.0
1.0 -0.6 -0.5
0.5 0.6 1.0
-0.5 0.9 0.6
1.1 0.7 -0.3
-0.9 0.8 0.2
0.5 0.5 -1.1
0.1 0.0 -1.3
0.9 -0.6 0.2
-1.0 0.6 0.5
-0.5 -0.1 -1.1
1.2 -0.1 0.1
-0.6 0.5 1.0
0.7 -0.4 -1.0
0.1 -0.8 0.8
0.0 0.7 -1.2
-0.4 -0.9 -0.9
0.0 0.4 0.2
-0.2 0.4 0.8
-0.2 1.2 -0.7
-0.7 -1.0 -0.1
1.2 -0.9 0.1
-1.2 -0.3 0.1
0.1 1.1 -0.5
-0.3 -0.3 -1.0
-0.4 -0.6 0.8
-1.1 0.5 -0.2
-1.0 -0.5 0.4
-0.3 0.7 1.2
0.6 -0.6 -0.7
0.8 1.0 0.4
-0.4 -0.7 0.6
0.8 -0.3 -0.9
0.1 -0.1 0.6
-0.2 0.1 0.2
0.2 0.0 -0.4
0.0 0.5 -0.2
-0.2 0.2 -0.5
-0.1 0.0 0.0
0.0 -0.2 0.2
0.0 -0.1 0.0
0.1 0.0 0.0
-0.1 0.0 0.1
0.1 0.0 0.3
0.3 0.3 0.1
-0.2 -0.5 0.0
0.0 -0.5 0.0
0.0 0.3 0.1
-0.2 0.2 -0.3
0.4 0.5 -0.2
0.0 0.0 0.0
0.1 -0.3 0.3
0.1 0.0 0.1
0.0 0.0 0.1
0.1 -0.1 -0.1
-0.2 -0.3 0.3
0.1 -0.4 -0.4
0.0 0.1 0.7
-0.3 0.4 0.3
0.2 0.1 -0.4
-0.1 0.4 0.2
-0.2 0.1 -0.5
-0.1 0.0 0.0
0.0 -0.2 0.2
0.0 -0.1 0.0
0.1 0.0 0.0
-0.1 0.0 0.1
0.1 -0.1 0.3
0.0 0.4 -0.3
-0.3 -0.5 0.6
0.0 0.0 0.2
0.0 0.2 -0.4
0.4 -0.2 -0.3
0.4 0.2 -0.3
0.0 0.0 0.0
-0.2 0.0 0.1
0.0 0.1 0.0
-0.1 0.0 -0.1
0.0 0.0 0.1
-0.3 -0.2 0.1
-0.2 0.3 -0.8
0.1 0.0 0.5
0.3 0.0 0.3
-0.3 0.0 -0.4
0.2 -0.3 -0.3
0.1 0.1 -0.5
0.0 0.0 0.0
-0.1 0.1 0.2
-0.1 0.1 0.0
-0.1 0.0 0.0
0.1 0.0 0.1
-0.1 -0.1 0.3
-0.7 0.0 0.1
0.5 0.2 -0.2
0.3 0.0 -0.2
-0.4 -0.1 0.2
0.0 -0.5 0.1
-0.4 -0.4 0.0
0.0 0.0 -0.1
0.1 0.2 -0.1
0.0 0.1 -0.1
0.0 0.0 0.1
0.1 0.0 -0.1
0.3 0.2 0.1